Record 1
This record from the Open Molecules 2025 dataset describes a structure of composition C7H12N4S2. The level of theory is the ωB97M-V functional and the def2-TZVPD basis.

Calculated values
HOMO, hartree: -0.2965
Lowest unoccupied orbital energy, Eh: 0.0237
DFT total energy, eV: -35083.43721
Energy relative to the best compared isomer or geometry (same formula, charge and spin), kcal per mole: 6.8
F_max, Eh/bohr: 0.0932

CARTESIAN COORDINATES (ANGSTROEM)
S  -1.52  2.75  0.31
H  3.84  2.70  0.05
C  1.43  1.55  0.04
H  -2.58  -1.21  -1.64
C  3.88  1.62  -0.23
C  2.60  -0.42  -0.66
C  -1.98  -1.04  -0.63
C  -4.42  0.14  0.15
H  2.09  -0.53  -1.70
N  0.27  0.66  -0.10
S  1.17  3.14  0.39
C  -0.94  1.11  -0.07
H  4.29  1.71  -1.35
C  -3.22  1.01  0.05
H  3.62  -0.64  -0.80
N  -3.14  2.23  0.38
H  -0.93  -1.42  -0.88
H  -4.14  -0.87  -0.15
N  -2.03  0.32  -0.19
H  -4.75  0.10  1.16
N  2.59  0.88  -0.20
H  -2.46  -1.80  0.08
H  -5.12  0.59  -0.54
H  2.10  -1.21  -0.05
H  4.63  1.23  0.36

Record 2
This record from the Open Molecules 2025 dataset describes the ion C7H12NO with charge +1. The level of theory is the ωB97M-V functional and the def2-TZVPD basis.

Calculated values
Total charge: +1
HOMO, hartree: -0.4935
Lowest unoccupied orbital energy, Eh: -0.1952
DFT total energy, eV: -10977.09785
Energy relative to the best compared isomer or geometry (same formula, charge and spin), kcal per mole: 169.0
F_max, Eh/bohr: 0.0841

CARTESIAN COORDINATES (ANGSTROEM)
H  1.78  0.78  2.07
H  2.68  1.07  0.62
C  1.85  -0.91  0.69
H  -2.42  0.26  -1.33
C  -0.66  0.48  1.19
C  -0.68  -1.04  1.01
H  -3.62  -0.10  -0.25
H  0.66  -1.22  -0.82
H  0.40  2.17  0.70
O  0.32  1.09  -0.88
C  1.81  0.45  1.02
C  -2.73  -0.42  -0.57
C  0.45  1.12  0.47
H  2.01  -0.43  -1.44
N  1.67  -1.18  -0.86
H  2.15  -2.10  -0.95
H  -0.62  1.23  -1.26
H  -1.02  0.78  2.16
H  -0.20  -1.86  1.54
C  -1.67  -0.45  0.39
H  -2.76  -1.26  -1.18

Record 3
This record from the Open Molecules 2025 dataset describes a cluster of 2 separate species, C7H12NO in total. The level of theory is the ωB97M-V functional and the def2-TZVPD basis.

Calculated values
Total charge: +1
HOMO, hartree: -0.4708
Lowest unoccupied orbital energy, Eh: -0.1742
DFT total energy, eV: -10979.16146
Energy relative to the best compared isomer or geometry (same formula, charge and spin), kcal per mole: 121.4
F_max, Eh/bohr: 0.0937

CARTESIAN COORDINATES (ANGSTROEM)
H  3.61  -0.92  -1.50
H  -3.37  -1.94  -0.40
C  -3.30  -1.25  0.49
C  -2.31  1.23  0.11
H  -0.38  -1.39  -0.67
H  -3.04  -1.81  1.42
O  -0.33  0.71  -0.78
H  4.31  0.56  -0.48
C  -0.96  -0.48  -0.42
C  2.63  -0.72  0.05
H  1.40  -0.10  1.47
H  2.28  1.22  0.92
C  3.83  -0.43  -0.63
C  -1.20  1.74  -0.44
H  -4.12  -0.65  0.65
H  -3.21  1.87  0.20
N  1.88  0.38  0.68
C  -2.21  -0.26  0.07
H  -0.98  2.72  -0.71
H  4.54  -1.18  -0.17
H  0.91  0.70  0.14

Record 4
This record from the Open Molecules 2025 dataset describes the ion C7H12NO with charge +1. The level of theory is the ωB97M-V functional and the def2-TZVPD basis.

Calculated values
Total charge: +1
HOMO, hartree: -0.5305
Lowest unoccupied orbital energy, Eh: -0.1364
DFT total energy, eV: -10982.40570
Energy relative to the best compared isomer or geometry (same formula, charge and spin), kcal per mole: 46.6
F_max, Eh/bohr: 0.0766
Structure (SMILES): Cc1cc[n+](C(C)C)o1

CARTESIAN COORDINATES (ANGSTROEM)
H  1.41  -0.98  1.77
H  -3.50  2.36  0.26
H  2.02  -0.35  -1.74
H  -3.14  1.94  1.98
H  3.03  -0.70  -0.29
C  0.45  1.42  -0.03
C  2.12  -1.07  -0.89
N  0.08  0.16  0.02
H  -0.22  -1.69  1.49
C  -3.02  1.49  0.97
H  0.01  -1.78  -0.77
O  -1.20  0.06  0.40
C  -1.64  1.25  0.66
H  1.49  1.84  -0.30
H  2.51  -2.00  -1.33
C  0.83  -1.74  1.24
C  -0.65  2.16  0.35
H  -3.66  0.53  0.84
C  0.78  -1.24  -0.18
H  -0.59  3.20  0.52
H  1.26  -2.71  1.33

Record 5
This record from the Open Molecules 2025 dataset describes the ion C7H12NO2S with charge +1. The level of theory is the ωB97M-V functional and the def2-TZVPD basis.

Calculated values
Total charge: +1
HOMO, hartree: -0.4458
Lowest unoccupied orbital energy, Eh: -0.1281
DFT total energy, eV: -23865.66737
Energy relative to the best compared isomer or geometry (same formula, charge and spin), kcal per mole: 6.2
F_max, Eh/bohr: 0.0756
Structure (SMILES): CCSc1oc(C)[n+](C)c1O

CARTESIAN COORDINATES (ANGSTROEM)
H  0.74  -0.41  3.66
H  -1.15  1.96  -4.41
H  -0.50  -2.38  2.74
C  -0.91  0.54  -2.58
C  -0.95  -1.94  1.83
O  2.55  1.23  0.85
C  -1.77  1.39  -3.58
H  2.42  0.26  3.03
N  1.10  -0.42  1.61
C  -0.05  -1.03  1.15
S  0.32  1.58  -1.71
H  -2.05  -1.60  1.95
H  2.28  -1.40  3.19
H  -0.37  -0.13  -3.28
C  1.65  -0.49  2.94
H  -1.52  -0.16  -2.02
H  -2.62  0.86  -4.10
C  1.40  0.58  0.67
H  -1.07  -2.69  1.15
O  -0.35  -0.52  0.02
H  -2.21  2.26  -3.08
H  2.51  2.10  0.35
C  0.55  0.42  -0.39

Record 6
This record from the Open Molecules 2025 dataset describes an isolated molecule of C7H12NOP. The level of theory is the ωB97M-V functional and the def2-TZVPD basis.

Calculated values
HOMO, hartree: -0.3128
Lowest unoccupied orbital energy, Eh: 0.0297
DFT total energy, eV: -20277.06282
Energy relative to the best compared isomer or geometry (same formula, charge and spin), kcal per mole: 22.2
F_max, Eh/bohr: 0.0826
Structure (SMILES): C=P[C@@H](C)N1C(=O)C[C@H]1C

CARTESIAN COORDINATES (ANGSTROEM)
H  0.68  -1.47  -0.97
H  1.01  -2.72  0.76
P  2.58  -0.06  0.41
C  0.28  1.59  -0.04
H  -2.35  -1.28  0.06
C  3.41  -0.10  -1.01
H  -2.46  -0.28  -1.40
N  -0.07  0.32  0.10
C  -2.52  -0.28  -0.31
H  0.73  -1.61  2.05
C  0.83  -0.87  -0.06
C  -1.55  0.64  0.41
C  -1.23  2.17  -0.01
H  -1.46  0.62  1.50
H  -3.53  -0.02  -0.02
H  -1.41  2.92  0.71
O  1.32  2.22  -0.20
H  2.93  -0.48  -1.80
H  -0.63  -1.93  0.96
H  -1.46  2.40  -1.04
C  0.42  -1.82  1.04
H  4.50  0.02  -1.15

no.,orbital gap (eV)
1,8.7
2,8.1
3,8.1
4,10.7
5,8.6
6,9.3